Entry from the OMol25 dataset: one molecule with the formula C4H4F3I at a distorted geometry (the ωB97M-V functional and the def2-TZVPD basis).

Calculated values
- Calculated total energy: -20464.59447 eV
- Maximum force: 0.055 hartree/bohr
- Lowest unoccupied orbital energy: -0.41 eV
- SMILES: FC1(F)CC[C@@]1(F)I
- Gap between HOMO and LUMO: 9.3 eV

The geometry in XYZ format:
```
12
Properties=species:S:1:pos:R:3:nbo_charge:R:1
F 0.48 0.75 2.68 -0.321
C 0.63 -0.26 1.79 0.623
F 1.53 -1.13 2.22 -0.309
C 0.75 0.16 0.27 -0.465
C -0.69 -0.51 0.10 -0.491
C -0.71 -0.96 1.51 0.333
F -1.80 -0.61 2.29 -0.337
I -0.54 -3.29 1.75 -0.002
H 1.73 -0.26 -0.23 0.246
H 0.64 1.23 0.09 0.236
H -1.49 0.30 -0.12 0.244
H -0.76 -1.27 -0.63 0.242
```